Entry i
Below is one molecule with the formula C4H6OS, with properties calculated with wB97M-V/def2-TZVPD.

**Kohn-Sham gap**: 8.25 eV
**Total charge**: 0

Element x y z (Å)
C: 2.798 0.416 -0.075
C: 1.844 -0.371 0.330
C: -1.268 -0.270 0.439
C: -2.559 0.347 -0.047
O: -0.816 -1.392 -0.333
S: 0.241 -0.245 -0.702
H: 3.643 0.378 0.513
H: 2.816 0.928 -1.033
H: 1.967 -1.009 1.222
H: -2.859 0.111 -1.035
H: -2.665 1.452 0.255
H: -3.145 -0.346 0.467

Löwdin atomic charge list, values in e, 6 entries: number 1, C, carries -0.0790; number 2, C, carries -0.3102; number 3, C, carries -0.4184; number 4, C, carries -0.1544; number 5, O, carries -0.4574; number 6, S, carries 1.0190

Entry ii
Below is C4H6OS as an isolated structure, with properties calculated with wB97M-V/def2-TZVPD.

**Kohn-Sham gap**: 9.36 eV
**Total charge**: 0

Element x y z (Å)
C: 1.334 -0.647 0.469
C: 0.401 0.028 -0.521
C: -0.630 1.050 -0.050
C: -1.587 -0.084 -0.181
H: 2.267 -0.123 0.724
H: 1.558 -1.563 -0.051
H: 0.837 -0.939 1.389
H: 0.937 0.267 -1.434
H: -0.497 1.368 0.964
H: -0.738 1.916 -0.667
O: -0.711 -0.902 -0.736
S: -3.171 -0.371 0.093

Löwdin atomic charge list, values in e, 6 entries: number 1, C, carries -0.0297; number 2, C, carries -0.3049; number 3, C, carries -0.0882; number 4, C, carries -0.8823; number 5, H, carries 0.0918; number 6, H, carries 0.0792

Most stable: entry ii (next structure +107.9 kcal/mol)

Entry i
Below is one molecule with the formula C4H6OS, with properties calculated with wB97M-V/def2-TZVPD.

**Structure (SMILES)**: C[C@H]1CC(=O)S1
**Kohn-Sham gap**: 9.71 eV
**Total charge**: 0

Element x y z (Å)
C: -0.601 1.386 -0.525
C: -0.644 0.028 0.144
C: 0.507 -1.023 -0.284
C: 1.194 -0.671 1.017
O: 2.052 -1.284 1.492
S: -0.189 0.354 1.776
H: 0.384 1.637 -0.600
H: -1.406 2.026 -0.114
H: -1.184 1.104 -1.512
H: -1.574 -0.756 -0.143
H: 1.186 -0.656 -1.122
H: 0.275 -2.144 -0.130

Löwdin atomic charge list, values in e, 6 entries: number 1, C, carries -0.1696; number 2, C, carries -0.7590; number 3, C, carries -0.1206; number 4, C, carries -0.6800; number 5, O, carries 0.0940; number 6, S, carries 0.9456

Entry ii
Below is one molecule with the formula C4H6OS, with properties calculated with wB97M-V/def2-TZVPD.

**Structure (SMILES)**: O[C@@H]1C[C@H]1C=S
**Kohn-Sham gap**: 8.33 eV
**Total charge**: 0

Element x y z (Å)
O: 1.816 0.426 0.921
C: 0.518 -0.125 0.672
C: 0.365 -1.054 -0.509
C: -0.165 0.463 -0.468
C: -1.566 0.743 -0.218
S: -2.621 1.805 -0.940
H: 2.535 -0.343 0.899
H: -0.249 -0.168 1.561
H: -0.411 -1.845 -0.385
H: 1.337 -1.250 -1.109
H: 0.416 1.172 -1.143
H: -1.975 0.176 0.719

Löwdin atomic charge list, values in e, 6 entries: number 1, O, carries -0.0626; number 2, C, carries -0.4015; number 3, C, carries -0.0098; number 4, C, carries -0.3273; number 5, C, carries -0.6515; number 6, S, carries 0.6244

Most stable: entry i (next structure +4.7 kcal/mol)